C3H4OS2 | ωB97M-V with the def2-TZVPD basis set

```
! RIJCOSX wB97M-V def2-TZVPD def2/J DEFGRID3
* xyz 0 1
C -0.04326 1.29341 -1.12348
C -0.70898 -0.68733 0.90809
C 0.68506 -1.22603 0.81146
H 0.81611 1.68682 -0.55382
H 0.39228 0.61940 -1.90977
H -0.61841 2.07475 -1.66115
H 1.01305 -1.83739 1.70678
O 1.40793 -1.01569 -0.07780
S -1.31344 0.53694 -0.11083
S -1.63033 -1.44486 2.01052
*
```

## Properties
Lowest unoccupied orbital energy in eV: -1.1
Electronic energy in eV: -26892.571
HOMO in eV: -9.2
Frontier orbital gap in eV: 8.019
Molecular weight in g mol⁻¹: 120.2
Structure (SMILES): CSC(=S)C=O
Energy relative to the best compared isomer or geometry (same formula, charge and spin) in eV: 1.318

Atom charges from the natural (NBO) analysis, given in e for atoms 1 to 6:
1 C -0.7721
2 C -0.4634
3 C 0.3846
4 H 0.2399
5 H 0.2469
6 H 0.2396

=====

C3H4S | ωB97M-V with the def2-TZVPD basis set

```
! RIJCOSX wB97M-V def2-TZVPD def2/J DEFGRID3
* xyz 0 1
C 0.73254 0.61970 -0.17804
C 0.80720 -0.63380 0.23138
C -0.52201 0.28746 0.49377
S -2.17177 -0.10053 -0.00294
H 1.30092 1.42658 -0.55414
H 1.35887 -1.44119 0.64336
H -0.81913 0.71629 1.52946
H -1.90997 -0.78065 -1.19655
*
```

## Properties
Lowest unoccupied orbital energy in eV: 1.1
Electronic energy in eV: -14007.547
HOMO in eV: -8.5
Frontier orbital gap in eV: 9.623
Molecular weight in g mol⁻¹: 72.1
Structure (SMILES): SC1C=C1
Energy relative to the best compared isomer or geometry (same formula, charge and spin) in eV: 2.032

Atom charges from the natural (NBO) analysis, given in e for atoms 1 to 6:
1 C -0.1851
2 C -0.1698
3 C -0.4007
4 S -0.0073
5 H 0.2150
6 H 0.2335

=====

CH3O3S | ωB97M-V with the def2-TZVPD basis set

```
! RIJCOSX wB97M-V def2-TZVPD def2/J DEFGRID3
* xyz -1 1
C 0.75058 0.73596 0.17124
O -1.04794 -1.31786 1.05384
O -1.83601 -0.75516 -1.24191
O 0.68179 -0.30831 -0.66958
S -0.76246 -1.39541 -0.42299
H 0.21892 0.42864 1.05085
H 0.15921 1.61039 -0.33853
H 1.83590 1.00174 0.39708
*
```

## Properties
Lowest unoccupied orbital energy in eV: 4.3
Electronic energy in eV: -18064.012
HOMO in eV: -4.0
Frontier orbital gap in eV: 8.348
Molecular weight in g mol⁻¹: 95.1
Energy relative to the best compared isomer or geometry (same formula, charge and spin) in eV: 0.848

Atom charges from the natural (NBO) analysis, given in e for atoms 1 to 6:
1 C -0.2555
2 O -1.0343
3 O -1.0279
4 O -0.7805
5 S 1.6341
6 H 0.1936

=====

C2H4FNS2 | ωB97M-V with the def2-TZVPD basis set

```
! RIJCOSX wB97M-V def2-TZVPD def2/J DEFGRID3
* xyz 0 1
C 0.26214 -0.41918 0.11352
C -0.86772 -0.82812 -0.73266
H 1.36834 1.00436 2.24633
H -0.14566 1.35902 -0.70154
H -0.54065 -1.91229 -1.17892
H -1.74564 -0.83023 -0.02145
N 0.49943 0.82613 -0.19503
F -1.12461 0.31649 -1.65603
S 1.30674 1.84839 0.94794
S 0.98762 -1.36458 1.17785
*
```

## Properties
Lowest unoccupied orbital energy in eV: 0.4
Electronic energy in eV: -28014.624
HOMO in eV: -8.9
Frontier orbital gap in eV: 9.220
Molecular weight in g mol⁻¹: 125.2
Structure (SMILES): FCC(=S)NS
Energy relative to the best compared isomer or geometry (same formula, charge and spin) in eV: 1.550

Atom charges from the natural (NBO) analysis, given in e for atoms 1 to 6:
1 C 0.0109
2 C -0.0314
3 H 0.1823
4 H 0.4336
5 H 0.2415
6 H 0.2215

=====

- Which of these has the lowest electronic energy?
  C2H4FNS2